{
  "formula": "C84H188N10O2",
  "method": "the ωB97M-V functional and the def2-TZVPD basis",
  "total_energy_ha": -4008.29801,
  "spin_multiplicity": 2,
  "charge": 7,
  "orbital_gap_ev": [2.30, 5.61],
  "elements": ["C", "C", "C", "C", "C", "C", "N", "O", "C", "C", "C", "H", "H", "H", "H", "H", "H", "H", "H", "H", "H", "H", "H", "H", "H", "H", "H", "H", "H", "C", "C", "C", "N", "C", "C", "C", "C", "C", "H", "H", "H", "H", "H", "H", "H", "H", "H", "H", "H", "H", "H", "H", "H", "H", "H", "H", "C", "C", "C", "N", "C", "C", "C", "C", "C", "H", "H", "H", "H", "H", "H", "H", "H", "H", "H", "H", "H", "H", "H", "H", "H", "H", "H", "C", "N", "C", "C", "C", "C", "O", "H", "H", "H", "H", "H", "H", "H", "H", "H", "H", "H", "H", "H", "H", "C", "C", "C", "C", "N", "C", "C", "C", "C", "C", "H", "H", "H", "H", "H", "H", "H", "H", "H", "H", "H", "H", "H", "H", "H", "H", "H", "H", "H", "H", "C", "C", "C", "C", "N", "C", "C", "C", "C", "C", "H", "H", "H", "H", "H", "H", "H", "H", "H", "H", "H", "H", "H", "H", "H", "H", "H", "H", "H", "H", "C", "C", "C", "C", "N", "C", "C", "C", "C", "C", "H", "H", "H", "H", "H", "H", "H", "H", "H", "H", "H", "H", "H", "H", "H", "H", "H", "H", "H", "H", "C", "C", "C", "C", "N", "C", "C", "C", "C", "C", "H", "H", "H", "H", "H", "H", "H", "H", "H", "H", "H", "H", "H", "H", "H", "H", "H", "H", "H", "H", "C", "C", "C", "C", "N", "C", "C", "C", "C", "C", "H", "H", "H", "H", "H", "H", "H", "H", "H", "H", "H", "H", "H", "H", "H", "H", "H", "H", "H", "H", "C", "C", "C", "C", "N", "C", "C", "C", "C", "C", "H", "H", "H", "H", "H", "H", "H", "H", "H", "H", "H", "H", "H", "H", "H", "H", "H", "H", "H", "H"],
  "positions_angstrom": [[-1.492, 1.425, 0.768], [-0.263, 0.695, 0.364], [0.378, 0.096, 1.693], [-0.315, -1.135, 2.249], [-0.334, -2.170, 1.189], [-1.003, -1.812, -0.170], [-0.524, -0.461, -0.566], [-1.080, -0.068, -1.814], [-2.573, -1.862, 0.077], [-0.462, -2.950, -1.014], [0.832, 1.609, -0.330], [-2.078, 1.755, -0.090], [-1.251, 2.354, 1.283], [-2.233, 1.024, 1.461], [0.244, 0.788, 2.525], [1.450, -0.062, 1.573], [-1.315, -0.844, 2.571], [0.258, -1.534, 3.085], [-0.998, -2.878, 1.684], [0.632, -2.672, 1.129], [-2.879, -2.898, 0.223], [-3.238, -1.499, -0.707], [-2.927, -1.332, 0.961], [-0.845, -3.933, -0.737], [0.627, -2.962, -1.035], [-0.638, -2.641, -2.044], [0.470, 2.494, -0.853], [1.503, 0.970, -0.903], [1.585, 1.964, 0.374], [4.989, -3.944, 1.387], [4.467, -4.813, 0.271], [3.849, -6.149, 0.689], [3.131, -7.039, -0.436], [1.730, -6.519, -0.753], [2.860, -8.468, 0.111], [4.087, -9.244, -0.151], [4.921, -8.421, -1.154], [3.949, -7.362, -1.700], [5.458, -4.573, 2.143], [4.177, -3.428, 1.899], [5.677, -3.216, 0.956], [5.210, -4.959, -0.514], [3.621, -4.386, -0.267], [3.109, -5.997, 1.475], [4.581, -6.847, 1.096], [1.090, -6.549, 0.129], [1.297, -7.001, -1.629], [1.863, -5.455, -0.951], [2.122, -8.945, -0.535], [2.511, -8.422, 1.142], [3.872, -10.235, -0.551], [4.666, -9.426, 0.755], [5.427, -9.028, -1.905], [5.774, -7.913, -0.704], [3.317, -7.775, -2.486], [4.442, -6.438, -2.001], [-4.777, 1.748, -6.195], [-4.529, 0.261, -6.513], [-5.266, -0.637, -5.463], [-5.023, -2.222, -5.489], [-5.495, -2.759, -6.886], [-3.569, -2.626, -5.212], [-3.299, -2.375, -3.719], [-4.630, -2.764, -3.110], [-5.695, -2.901, -4.197], [-5.854, 1.900, -6.277], [-4.381, 2.411, -6.965], [-4.473, 2.103, -5.210], [-3.492, -0.074, -6.521], [-4.844, 0.034, -7.531], [-6.332, -0.507, -5.654], [-5.002, -0.328, -4.452], [-6.536, -2.490, -7.063], [-5.277, -3.826, -6.883], [-4.769, -2.342, -7.584], [-3.415, -3.686, -5.415], [-2.904, -2.182, -5.952], [-2.456, -2.995, -3.416], [-3.021, -1.332, -3.567], [-4.624, -3.741, -2.625], [-4.992, -1.974, -2.452], [-5.738, -3.976, -4.374], [-6.721, -2.626, -3.951], [-2.703, 5.701, -4.007], [-2.064, 5.559, -2.589], [-0.552, 5.322, -2.811], [-2.209, 6.904, -1.812], [-2.696, 4.440, -1.744], [-2.879, 3.126, -2.527], [-1.748, 2.451, -3.005], [-3.763, 5.921, -3.881], [-2.625, 4.838, -4.668], [-2.214, 6.532, -4.515], [-0.461, 4.417, -3.412], [-0.160, 5.043, -1.833], [-0.043, 6.137, -3.326], [-3.237, 6.877, -1.451], [-2.083, 7.712, -2.533], [-1.514, 6.829, -0.976], [-3.651, 4.827, -1.388], [-2.039, 4.420, -0.874], [-3.607, 3.362, -3.303], [-3.373, 2.450, -1.829], [-1.681, 1.570, -2.629], [-1.403, 2.658, -6.459], [0.168, 2.529, -6.748], [0.581, 1.003, -6.609], [0.951, 0.584, -5.188], [1.308, -0.927, -5.088], [2.405, -1.447, -6.011], [3.709, -0.932, -5.551], [3.423, -1.141, -4.034], [1.964, -1.148, -3.737], [0.027, -1.883, -5.123], [-1.960, 2.288, -7.320], [-1.899, 3.626, -6.386], [-1.617, 2.087, -5.556], [0.802, 3.153, -6.117], [0.245, 2.973, -7.741], [1.446, 0.771, -7.230], [-0.220, 0.350, -6.956], [0.131, 0.606, -4.470], [1.803, 1.115, -4.763], [2.544, -2.523, -5.900], [2.155, -1.206, -7.044], [4.581, -1.472, -5.920], [3.843, 0.120, -5.801], [3.854, -2.062, -3.643], [3.860, -0.328, -3.454], [1.735, -2.154, -3.387], [1.621, -0.428, -2.994], [0.237, -2.950, -5.202], [-0.522, -1.584, -6.016], [-0.560, -1.881, -4.204], [3.089, 4.211, -2.451], [3.247, 4.686, -1.028], [3.383, 6.179, -0.949], [3.394, 6.567, 0.537], [3.328, 8.160, 0.713], [4.226, 9.028, -0.115], [5.526, 9.049, 0.622], [5.102, 9.173, 2.070], [3.724, 8.525, 2.155], [1.873, 8.536, 0.474], [4.036, 4.172, -2.990], [2.480, 4.889, -3.049], [2.720, 3.194, -2.577], [4.052, 4.088, -0.600], [2.355, 4.336, -0.510], [2.605, 6.680, -1.526], [4.401, 6.315, -1.315], [4.394, 6.317, 0.891], [2.718, 6.103, 1.255], [3.786, 10.025, -0.126], [4.183, 8.570, -1.103], [6.196, 9.842, 0.291], [6.063, 8.116, 0.453], [5.034, 10.181, 2.478], [5.866, 8.643, 2.640], [2.978, 9.232, 2.519], [3.578, 7.673, 2.819], [1.712, 9.613, 0.432], [1.303, 8.150, 1.319], [1.592, 7.990, -0.426], [-7.149, 6.905, 0.705], [-5.604, 6.954, 1.024], [-4.874, 5.632, 1.325], [-5.584, 4.763, 2.359], [-4.679, 3.589, 2.789], [-5.305, 2.621, 3.850], [-4.188, 2.055, 4.753], [-3.227, 3.209, 4.781], [-3.346, 3.993, 3.498], [-4.420, 2.680, 1.572], [-7.845, 6.844, 1.541], [-7.443, 6.066, 0.074], [-7.426, 7.893, 0.338], [-5.410, 7.666, 1.827], [-5.110, 7.456, 0.192], [-3.801, 5.709, 1.505], [-4.753, 5.100, 0.382], [-6.594, 4.469, 2.074], [-5.688, 5.321, 3.290], [-5.954, 1.976, 3.258], [-6.023, 3.142, 4.483], [-3.680, 1.211, 4.288], [-4.460, 1.783, 5.773], [-2.169, 3.045, 4.985], [-3.494, 3.802, 5.656], [-2.476, 3.717, 2.902], [-3.244, 5.071, 3.623], [-4.230, 1.623, 1.757], [-3.605, 3.072, 0.964], [-5.316, 2.662, 0.951], [-6.074, -12.013, -0.626], [-4.628, -11.751, -0.983], [-4.317, -10.491, -1.725], [-2.804, -10.114, -1.753], [-2.506, -8.941, -2.732], [-1.208, -8.108, -2.344], [-1.443, -6.661, -2.856], [-2.888, -6.409, -2.571], [-3.562, -7.779, -2.683], [-2.351, -9.437, -4.186], [-6.556, -11.273, 0.013], [-6.207, -12.991, -0.165], [-6.693, -11.963, -1.522], [-4.282, -12.529, -1.664], [-4.054, -11.922, -0.073], [-4.932, -9.722, -1.256], [-4.647, -10.592, -2.759], [-2.049, -10.855, -2.016], [-2.433, -9.876, -0.756], [-0.292, -8.513, -2.774], [-1.254, -8.140, -1.256], [-1.248, -6.602, -3.927], [-0.800, -5.901, -2.412], [-3.359, -5.591, -3.116], [-3.003, -6.072, -1.541], [-4.070, -7.732, -3.646], [-4.266, -7.978, -1.875], [-2.294, -8.601, -4.882], [-3.250, -10.002, -4.432], [-1.449, -10.049, -4.215], [4.348, -1.116, 10.736], [4.487, -0.133, 9.564], [3.105, 0.341, 9.098], [2.195, -0.785, 8.530], [0.834, -0.153, 8.074], [0.938, 0.879, 6.965], [-0.349, 0.751, 6.201], [-0.671, -0.690, 6.261], [-0.052, -1.247, 7.473], [0.048, 0.415, 9.246], [3.704, -0.642, 11.477], [5.316, -1.456, 11.103], [3.866, -2.047, 10.436], [5.006, -0.575, 8.713], [5.169, 0.618, 9.961], [3.222, 1.147, 8.375], [2.518, 0.744, 9.923], [1.843, -1.534, 9.239], [2.565, -1.348, 7.673], [1.059, 1.881, 7.376], [1.813, 0.611, 6.373], [-1.151, 1.386, 6.577], [-0.226, 1.143, 5.192], [-1.758, -0.770, 6.276], [-0.320, -1.272, 5.408], [-0.731, -1.711, 8.189], [0.587, -2.043, 7.090], [0.448, 1.343, 9.656], [0.004, -0.492, 9.850], [-0.953, 0.583, 8.849], [5.248, -0.510, 0.167], [5.166, 0.966, 0.547], [4.673, 1.241, 1.988], [4.591, 2.736, 2.327], [4.199, 3.047, 3.766], [4.233, 4.641, 4.001], [5.573, 4.919, 4.708], [6.295, 3.608, 4.817], [5.220, 2.574, 4.831], [2.764, 2.470, 4.111], [4.227, -0.777, -0.106], [5.545, -1.091, 1.040], [5.899, -0.645, -0.697], [4.529, 1.480, -0.173], [6.194, 1.328, 0.516], [5.317, 0.713, 2.691], [3.728, 0.754, 2.231], [3.892, 3.191, 1.625], [5.620, 3.096, 2.292], [3.396, 5.029, 4.581], [4.258, 4.928, 2.950], [5.495, 5.417, 5.674], [6.149, 5.647, 4.137], [6.878, 3.679, 5.735], [6.972, 3.575, 3.964], [4.709, 2.536, 5.793], [5.524, 1.552, 4.606], [2.393, 3.032, 4.968], [2.789, 1.397, 4.303], [2.205, 2.743, 3.216]],
  "forces_ev_per_angstrom": [[-1.218, 1.909, -0.112], [1.207, -2.345, 0.454], [-0.447, 0.746, 0.136], [0.899, 1.135, -0.953], [-1.766, -1.025, 0.947], [-0.003, 1.630, 2.794], [0.887, -0.653, -0.995], [-0.180, 0.160, 0.020], [0.263, -0.632, -0.474], [0.012, 1.112, -1.985], [-0.066, -0.722, 0.865], [0.061, -0.219, -0.391], [0.524, 0.396, 0.041], [0.427, -1.094, -0.023], [0.385, 0.959, -0.294], [0.072, -0.177, -0.196], [-0.110, -0.212, 0.131], [-0.147, 0.153, 0.325], [-0.048, -0.994, -0.522], [0.176, 0.307, -0.429], [0.034, -0.252, 0.131], [0.598, 0.228, -0.492], [0.545, 0.127, 0.221], [-0.219, 0.095, -0.106], [0.174, 0.017, 0.669], [-0.670, -0.598, -0.456], [-0.172, -0.314, -0.307], [-0.598, -0.145, -0.794], [-0.431, 0.450, 0.828], [-0.346, -0.317, 0.287], [-1.301, -1.080, -1.685], [0.385, -1.370, -0.244], [-1.981, -0.637, 0.292], [1.326, 1.470, 0.200], [-0.247, 0.535, -0.255], [2.125, -0.801, 0.328], [0.406, 0.272, -0.265], [0.887, 0.217, 1.204], [0.442, 0.210, -0.059], [-0.031, 0.135, -0.071], [0.038, -0.161, 0.369], [0.295, -0.198, 0.230], [0.058, 0.958, -0.044], [-0.285, -0.092, -0.212], [0.131, 0.088, 0.010], [0.122, -0.497, -0.024], [0.247, -0.180, 0.277], [-0.207, 0.054, -0.341], [-0.595, 0.695, 0.140], [0.027, 0.117, -0.126], [-0.141, 0.109, 0.002], [0.049, 0.029, -0.014], [-0.522, -0.018, -0.279], [-0.165, 0.066, 0.446], [-0.308, 0.268, 0.230], [-0.126, -0.171, -0.292], [-0.598, -0.355, -0.504], [0.362, -1.186, 0.641], [0.246, -0.586, -0.535], [-0.636, 0.055, 0.195], [1.385, 0.090, 1.652], [0.114, 0.238, -0.553], [0.014, 0.146, -1.630], [-1.156, 0.785, 0.801], [1.051, -0.521, -1.545], [-0.150, 0.095, 0.193], [0.311, -0.207, 0.065], [0.241, -0.309, 0.008], [0.427, 0.589, 0.219], [-0.449, 0.106, 0.080], [-0.085, -0.297, 0.423], [-0.116, -0.001, -0.031], [0.255, -0.086, -0.021], [-0.579, -0.043, 0.071], [-0.500, 0.305, -0.198], [-0.800, -0.254, -0.054], [-0.130, 0.624, 0.227], [-0.130, 0.049, 0.225], [-0.028, -0.037, 0.378], [0.221, 0.370, 0.498], [0.342, -0.341, 0.556], [-0.165, 0.088, -0.905], [0.269, 0.755, -0.326], [-0.164, 0.446, 0.923], [0.627, 0.850, -1.531], [-1.105, -1.300, 0.225], [-0.701, -1.818, -0.898], [1.239, 0.486, -0.912], [-0.354, -0.298, 1.023], [0.065, 1.834, -0.837], [0.055, 0.129, 0.104], [0.417, -0.282, 0.666], [-0.018, 0.049, 0.241], [-0.102, 0.058, -0.092], [0.334, 0.484, 0.054], [-0.407, 0.259, 0.371], [0.084, 0.417, 0.076], [0.331, 0.028, 0.383], [0.040, 0.400, -0.140], [-0.155, -0.160, -0.366], [0.121, -0.544, 0.157], [0.046, -0.236, -0.360], [-0.414, 0.062, 0.165], [0.378, -1.231, 1.064], [0.968, -0.473, 0.027], [-1.875, -0.288, 0.174], [0.294, 0.841, -0.136], [-0.496, -1.113, -0.110], [-0.755, -2.215, 1.033], [-0.762, -0.295, -2.034], [-0.367, 0.943, 1.524], [2.500, 1.151, 1.030], [-0.548, -0.533, -0.195], [0.704, 1.017, -0.713], [0.258, -0.731, -0.005], [0.868, 0.512, 0.367], [-0.405, 0.009, -0.030], [-0.171, -0.054, 0.304], [0.665, -0.677, -0.209], [-0.001, 0.305, -0.227], [-0.197, 0.187, -0.144], [-0.125, 0.537, 0.052], [0.016, 0.031, -0.184], [-1.045, -0.180, -0.010], [-0.146, -0.197, 0.060], [-0.301, -0.128, 0.021], [0.096, 0.050, 0.125], [0.244, 0.033, -0.267], [0.418, -0.085, -0.005], [-0.631, 0.164, -0.066], [-0.256, -0.002, -0.177], [1.078, 0.210, -0.434], [-0.212, -0.039, 0.274], [0.149, 1.258, 0.093], [0.586, -0.146, -1.305], [-1.343, -1.585, -0.389], [0.625, -0.682, 1.499], [1.816, 2.272, -0.710], [-1.651, -0.645, 1.633], [-0.339, -0.678, -0.824], [0.460, 0.102, -0.575], [0.517, -0.539, 0.835], [-0.717, 0.177, -0.005], [0.438, -0.859, 0.400], [0.280, 0.278, 0.075], [-0.300, -0.043, 0.051], [-0.372, -0.001, 0.411], [0.399, 0.522, 0.319], [-0.261, 0.208, 0.398], [0.251, -0.037, -0.127], [-0.230, 0.955, -0.472], [0.117, 0.025, 0.184], [-0.706, 0.251, -0.408], [-0.130, -0.102, -0.111], [0.436, 0.511, -0.171], [-0.175, 0.042, -0.009], [0.066, -0.094, 0.074], [0.206, 0.052, -0.375], [-0.266, 0.081, 0.419], [0.069, 0.191, -0.216], [0.378, -0.283, -0.295], [0.325, -0.120, -0.255], [-0.050, -0.120, -0.110], [-0.330, 0.545, 0.011], [0.671, 0.182, 0.746], [-0.554, 0.277, 0.355], [-0.324, -0.484, -1.083], [1.324, 0.480, 1.128], [0.443, -2.094, 0.381], [-1.184, 0.441, 0.118], [0.533, -0.389, -1.491], [0.082, 1.500, 1.463], [0.231, 0.199, -0.668], [-0.206, 0.707, -0.512], [0.532, -0.311, 0.653], [0.194, 0.329, -0.538], [0.061, -0.286, -0.738], [-0.273, -0.095, 0.330], [0.040, -0.281, -0.304], [0.041, 0.745, 0.920], [-0.853, -0.457, -0.295], [0.293, -0.580, -0.157], [-0.106, 0.198, 0.021], [0.394, -0.539, 0.245], [0.231, 0.647, -0.092], [-0.281, -0.334, -0.095], [-0.560, -0.040, -0.348], [0.037, -0.708, -0.306], [-0.282, 0.495, -0.169], [-0.329, -0.088, -0.710], [-0.582, -0.044, 0.024], [0.235, 0.331, 0.885], [-0.024, 0.123, 0.273], [-0.174, 0.328, 0.161], [-0.895, 0.387, -0.662], [0.683, -1.722, 0.183], [0.657, 0.771, -0.228], [-0.103, 0.508, 0.054], [0.820, 2.364, -0.487], [-1.053, 0.190, -0.199], [0.404, -0.599, -0.501], [-0.269, -0.101, 1.692], [-0.575, -0.222, -0.810], [-0.422, -0.007, 1.087], [0.467, 0.151, 0.378], [0.099, 0.087, -0.102], [-0.042, -0.364, -0.194], [-0.109, -0.515, 0.188], [0.392, 0.517, 0.057], [0.333, 0.469, -0.087], [-0.248, -0.006, -0.054], [-0.659, -0.612, -0.605], [-0.365, 0.783, 0.113], [-0.274, -0.536, 0.230], [0.482, 0.041, -0.018], [0.069, -0.209, -0.136], [0.161, -0.276, 0.288], [-0.005, -0.447, -0.585], [0.201, -0.020, 0.258], [-0.296, -0.846, 0.169], [0.169, -0.001, -0.301], [0.179, 0.075, 0.300], [0.207, -0.157, 0.039], [-0.215, -0.048, -0.139], [-0.196, -0.504, -0.794], [-0.042, -0.892, 0.551], [-0.270, -0.446, 0.056], [-0.842, 1.165, -0.128], [0.042, -0.038, -0.158], [0.349, 0.147, 0.631], [0.323, 1.467, -0.828], [-2.189, -0.470, -1.294], [1.329, -1.155, 0.450], [-0.151, -1.132, -0.986], [0.406, -0.166, 0.421], [-0.097, 0.468, 0.354], [-0.252, -0.057, -0.098], [0.078, -0.198, -0.050], [-0.507, 0.699, -0.433], [-0.133, -0.037, -0.258], [0.366, 0.212, 0.262], [0.464, 0.146, 0.363], [0.220, 0.332, -0.148], [0.281, -0.184, 0.179], [-0.041, -0.004, -0.076], [0.095, -0.118, 0.544], [0.192, -0.181, -0.237], [-0.027, -0.402, -0.042], [-0.058, 0.353, -0.211], [0.176, 0.446, 0.259], [0.354, -0.051, 0.718], [0.223, -0.484, 0.116], [-0.129, 0.796, 1.003], [-0.008, 0.203, 0.203], [-0.998, 0.569, 0.321], [0.471, 0.207, 0.818], [-0.372, -0.600, 0.533], [0.914, -1.163, 0.810], [-1.506, 0.043, 2.179], [0.858, -1.259, -0.746], [-0.478, 1.238, -0.321], [0.945, 0.677, 0.131], [-0.360, -0.666, -0.825], [1.652, 1.328, -0.818], [-0.014, -0.602, -0.071], [0.245, -0.129, -0.287], [0.055, -0.180, 0.221], [0.184, 0.284, -0.068], [-0.076, 0.549, -0.287], [0.561, 0.200, -0.079], [-0.516, 0.083, -0.586], [0.076, 0.530, 0.316], [-0.162, 0.539, -0.623], [-0.274, -0.502, -0.462], [-0.401, 0.800, 0.356], [-0.634, -0.270, 0.088], [0.053, -0.129, -0.209], [0.173, -0.694, -0.144], [0.127, -0.717, 0.144], [-0.215, 0.256, -0.096], [0.082, 0.130, -0.119], [0.054, -0.132, -0.054], [0.225, 0.074, -0.190], [-0.585, -0.249, 0.107]]
}